This record from the OMol25 dataset describes a molecular structure, C20H14N4OOsS8Sb2. The level of theory is wB97M-V/def2-TZVPD.

```
50
C20H14N4OOsS8Sb2, DFT wB97M-V/def2-TZVPD
Os 1.1136 -4.6406 -0.2047
S 4.2344 -6.0407 4.2705
Sb 3.9086 -4.6226 2.5450
S 1.5669 -4.4319 2.0680
S 4.6492 -5.6670 0.4240
S 5.0402 -2.6357 2.5268
C -3.6585 8.2288 -0.0082
O -2.3004 7.8657 -0.1365
C -2.0091 6.5310 -0.1537
C -2.9590 5.5199 -0.0672
C -2.5540 4.1931 -0.0931
C -1.2122 3.8493 -0.2050
C -0.2731 4.8781 -0.2923
C -0.6620 6.2030 -0.2671
C -0.8388 2.4314 -0.2260
N -1.6889 1.4349 -0.1839
C -0.9173 0.2962 -0.2176
C 0.4173 0.6175 -0.2850
N 0.4563 1.9911 -0.2897
C 1.4764 -0.3418 -0.3460
C 2.8385 -0.0607 -0.4211
C 3.7179 -1.1224 -0.4560
C 3.2398 -2.4243 -0.4355
N 1.9368 -2.7223 -0.3764
C 1.0620 -1.6838 -0.3128
C -0.3164 -2.0427 -0.2119
N -0.5650 -3.3792 -0.1714
C -1.8464 -3.7644 -0.0969
C -2.9013 -2.8668 -0.0763
C -2.6601 -1.5046 -0.1152
C -1.3406 -1.0771 -0.1823
H -3.6830 9.3155 -0.0066
H -4.0846 7.8568 0.9277
H -4.2530 7.8557 -0.8468
H -4.0115 5.7464 0.0228
H -3.2834 3.3975 -0.0253
H 0.7832 4.6569 -0.3839
H 0.0653 7.0011 -0.3331
H 1.2845 2.5564 -0.3102
H 3.2003 0.9609 -0.4210
H 4.7881 -0.9765 -0.4529
H 3.9213 -3.2627 -0.4617
H -2.0113 -4.8314 -0.0495
H -3.9091 -3.2553 -0.0170
H -3.4600 -0.7769 -0.0865
S 1.8613 -9.0690 -2.7402
Sb 1.5727 -8.1950 -0.6788
S -0.1466 -6.4577 -0.5729
S 2.9139 -5.9854 -0.6810
S 1.4971 -9.5491 1.1144
```

Computed properties:
* relative energy (zero: lowest compared OMol25 entry of this formula, charge and spin): 0.00 kJ/mol
* HOMO (alpha / beta): -1.605 / -1.616 eV
* net charge: -2

Löwdin population analysis, charges in e, atoms 1 to 6: number 1, Os, carries 0.391; number 2, S, carries -0.287; number 3, Sb, carries -0.128; number 4, S, carries -0.050; number 5, S, carries -0.044; number 6, S, carries -0.282



This record from the OMol25 dataset describes a molecular structure, C16H15ClIr. The level of theory is wB97M-V/def2-TZVPD.

```
33
C16H15ClIr, DFT wB97M-V/def2-TZVPD
C 1.8648 2.0228 -1.4806
C 0.5279 2.5899 -1.4389
C -0.3625 1.6180 -1.9834
H 0.2569 3.5992 -1.1501
C 0.3334 0.3965 -2.1357
C 1.7462 0.6416 -1.8723
H 2.5531 -0.0878 -1.9690
H 2.7793 2.5595 -1.3021
H -1.3876 1.8348 -2.3211
H -0.0853 -0.5193 -2.5428
Ir 0.8648 0.9160 0.0125
Cl 0.2265 2.3902 1.5977
C -2.2241 0.2509 0.6102
C -2.6856 -0.4900 -0.5055
C -3.8722 0.1338 -0.9850
H -2.1361 -1.2730 -1.0398
C -4.1237 1.2463 -0.1515
C -3.1444 1.3134 0.8514
H -3.0483 2.0894 1.6008
H -1.3100 0.1209 1.1485
H -4.4588 -0.1932 -1.8365
H -4.9258 1.9771 -0.2553
C 2.4592 -3.1548 1.9682
C 3.3252 -2.0773 1.7614
C 2.8626 -0.8461 1.2635
C 1.4956 -0.6582 0.9769
C 0.6234 -1.7225 1.2539
C 1.1096 -2.9565 1.6911
H 2.8154 -4.1258 2.3173
H 4.3883 -2.2186 1.9852
H 3.5559 -0.0396 1.0514
H -0.4324 -1.5626 1.0629
H 0.4089 -3.7753 1.8168
```

Computed properties:
* HOMO (alpha / beta): 0.366 / -4.246 eV
* net charge: -1
* <S²>: 6.041
* 2S+1: 5

Löwdin population analysis, charges in e, atoms 1 to 6: number 1, C, carries -0.278; number 2, C, carries -0.285; number 3, C, carries -0.177; number 4, H, carries 0.092; number 5, C, carries -0.205; number 6, C, carries -0.265



This record from the OMol25 dataset describes a molecular structure, C28H28N15O3Ti. The level of theory is wB97M-V/def2-TZVPD.

```
75
C28H28N15O3Ti, DFT wB97M-V/def2-TZVPD
Ti -1.3000 -0.8273 0.9444
C -1.0742 -2.2212 -3.1841
C -0.9144 -2.1195 -1.7060
N -1.6120 -1.2086 -0.9760
N -2.5252 -0.4250 -1.6477
C -3.2119 0.2176 -0.7584
O -3.0097 0.0192 0.5194
C -4.2240 1.2145 -1.1659
C -4.9290 1.9069 -0.1852
C -5.8679 2.8642 -0.5438
C -6.1076 3.1385 -1.8823
C -5.4016 2.4503 -2.8632
C -4.4650 1.4945 -2.5103
C -0.0934 -2.8584 -0.8984
C 0.7464 -3.9514 -1.3064
C 1.4514 -4.6538 -0.3931
C 1.3735 -4.2900 0.9878
C 0.6065 -3.2251 1.3378
N -0.1360 -2.4799 0.4574
H -2.1198 -2.3670 -3.4628
H -0.7407 -1.2994 -3.6661
H -0.4918 -3.0521 -3.5804
H -4.7223 1.6856 0.8535
H -6.4111 3.3994 0.2252
H -6.8382 3.8872 -2.1630
H -5.5825 2.6650 -3.9095
H -3.9013 0.9561 -3.2601
H 0.7884 -4.2239 -2.3530
H 2.0679 -5.4888 -0.7074
H 1.9190 -4.8341 1.7458
H 0.5461 -2.9070 2.3653
N 0.6000 -0.5140 4.8993
C -0.5627 -0.8912 4.2667
N -1.6993 -1.1073 4.9417
N -2.6074 -1.4318 4.0222
N -2.0345 -1.4334 2.8654
N -0.7357 -1.1009 2.9747
C 1.7700 -0.2025 4.2449
N 2.7798 0.4633 4.8392
N 3.7398 0.4974 3.9414
N 3.2799 -0.0701 2.8656
N 2.0634 -0.5769 3.0140
H 0.4873 -0.1598 5.8334
N 4.1572 -0.5126 0.5283
C 3.1683 0.0298 -0.4218
C 3.4810 -0.3911 -1.8505
N 3.6035 -1.8351 -1.9995
C 4.4937 -2.4279 -1.0113
C 4.2024 -1.9800 0.4190
H 3.7188 -0.2009 1.9183
H 5.0747 -0.1314 0.3106
H 3.1451 1.1183 -0.3305
H 2.1881 -0.3495 -0.1208
H 4.4338 0.0660 -2.1516
H 2.7048 -0.0248 -2.5191
H 2.6913 -2.2742 -1.9314
H 5.5259 -2.1517 -1.2664
H 4.4210 -3.5141 -1.0796
H 4.9582 -2.3647 1.1096
H 3.2297 -2.3526 0.7494
O -1.2428 1.7426 2.2394
C -0.7396 1.8945 1.1461
N -0.2769 0.8623 0.3550
C 0.1045 1.3785 -0.8777
O 0.5514 0.7715 -1.8241
C -0.1155 2.8706 -0.8435
C 0.0857 3.8360 -1.8081
C -0.2326 5.1490 -1.4704
C -0.7352 5.4668 -0.2101
C -0.9384 4.4808 0.7514
C -0.6149 3.1868 0.4031
H 0.4679 3.5729 -2.7859
H -0.0942 5.9383 -2.1991
H -0.9773 6.4971 0.0191
H -1.3397 4.7096 1.7301
```

Computed properties:
* relative energy (zero: lowest compared OMol25 entry of this formula, charge and spin): 0.00 kJ/mol
* HOMO (alpha / beta): -3.346 / -3.343 eV
* net charge: -1

Löwdin population analysis, charges in e, atoms 1 to 6: number 1, Ti, carries 1.101; number 2, C, carries -0.038; number 3, C, carries -0.308; number 4, N, carries -0.116; number 5, N, carries 0.115; number 6, C, carries -0.438



This record from the OMol25 dataset describes 2 unconnected molecules or ions with the total composition C9H18ClN2OP. The level of theory is wB97M-V/def2-TZVPD.

```
32
C9H18ClN2OP, DFT wB97M-V/def2-TZVPD
C -1.1651 -3.3307 -2.2932
C -2.4430 -2.6995 -1.5829
C -3.2019 -2.0048 -2.5411
N -3.8215 -1.4823 -3.3208
P -1.8786 -1.4008 -0.2951
O -0.5677 -0.8128 -0.9633
Cl -1.1265 -2.7204 1.1485
H -1.3990 -4.2268 -2.8803
H -0.3777 -3.4646 -1.5377
H -0.7097 -2.6290 -2.9628
H -3.1228 -3.3787 -0.9992
H -0.0606 -0.1117 -0.3719
C 0.4660 3.3433 1.4355
C -0.0446 2.1086 0.8800
C -1.5784 2.0724 0.7042
N 0.6166 1.1019 0.4675
C 2.0009 0.9061 0.6993
C 2.5248 -0.1101 -0.3331
C 2.2554 0.3725 2.0880
H 1.5470 3.1436 1.7806
H 0.4301 4.1638 0.6435
H -0.2697 3.7355 2.2094
H -1.7194 2.6482 -0.1451
H -1.9163 2.4405 1.7337
H -1.7809 0.9513 0.3906
H 2.6589 1.8716 0.6745
H 1.8301 -0.8260 -0.6034
H 2.8260 0.4509 -1.1962
H 3.3830 -0.6078 -0.0251
H 3.2356 0.1028 2.2554
H 1.7519 -0.5302 2.0457
H 1.6572 0.9233 2.8948
```

Computed properties:
* relative energy (zero: lowest compared OMol25 entry of this formula, charge and spin): 0.00 kJ/mol
* HOMO: -8.838 eV
* net charge: 0
* SMILES: C[C@H](C#N)P(O)Cl.CC(C)=NC(C)C

Löwdin population analysis, charges in e, atoms 1 to 6: number 1, C, carries -0.094; number 2, C, carries -0.496; number 3, C, carries -0.357; number 4, N, carries 0.165; number 5, P, carries 0.554; number 6, O, carries -0.406



This record from the OMol25 dataset describes 7 unconnected molecules or ions with the total composition C43H96BN4O11P2S2. The level of theory is wB97M-V/def2-TZVPD.

```
159
C43H96BN4O11P2S2, DFT wB97M-V/def2-TZVPD
C 5.3041 -3.7623 -2.5663
C 4.4986 -2.7341 -2.2871
C 3.5561 -2.6643 -1.0877
C 2.5284 -1.5432 -1.2792
N 2.9406 -0.3119 -0.5266
C 4.1295 0.4559 -0.9034
O 5.0455 0.5465 0.1448
C 5.9847 -0.4970 0.1904
C 6.0017 -1.2255 1.5011
O 6.7250 -0.7316 -0.7432
C 2.1269 -0.0107 0.4294
C 2.3590 1.1771 1.2971
C 2.0349 2.5244 0.6203
C 0.8316 3.2278 1.2612
S -0.3762 3.5916 -0.0573
C -1.9663 3.6329 0.7855
S -2.5919 5.0825 1.1239
N -2.5284 2.3865 1.0686
C -3.5715 2.4393 2.1057
C -4.1453 1.0613 2.3973
O -4.5805 0.3695 1.2498
C -3.6277 0.3901 0.2070
C -3.1442 1.7818 -0.1170
C 0.9830 -0.9935 0.6005
C -0.3064 -0.1999 0.8920
C -1.0436 -0.4886 2.2091
C -0.4362 0.0911 3.4784
N -1.5049 0.1296 4.4909
P 1.6912 -2.0786 1.9454
O 0.7980 -3.0660 2.5640
C 1.0668 -1.6923 -0.8037
B 0.3717 -3.1519 -0.7926
O 0.8327 -4.2370 -1.5066
N -0.8131 -3.2761 0.0353
C -2.0298 -3.0552 -0.8009
C -0.9410 -4.6498 0.5564
P 0.0325 -0.8328 -2.1412
C 0.3558 -1.8158 -3.6474
C 0.6301 0.8845 -2.4153
H 5.5298 -3.9640 -3.6034
H 5.7986 -4.3734 -1.8244
H 4.4874 -1.9024 -2.9838
H 4.1446 -2.5267 -0.1803
H 3.0947 -3.6404 -1.0361
H 2.5741 -1.2206 -2.3159
H 4.6040 0.0464 -1.7896
H 3.7948 1.4566 -1.1495
H 6.2899 -2.2519 1.3105
H 6.6825 -0.7548 2.2009
H 5.0013 -1.2486 1.9263
H 3.3528 1.1524 1.7288
H 1.6798 1.0612 2.1361
H 2.8837 3.1810 0.7885
H 1.8837 2.4454 -0.4516
H 0.3429 2.6057 2.0062
H 1.1453 4.1419 1.7487
H -3.1278 2.8339 3.0132
H -4.4050 3.0612 1.7837
H -3.4642 0.4562 3.0048
H -5.0313 1.2365 3.0002
H -2.8041 -0.2749 0.4862
H -4.1114 -0.0300 -0.6685
H -2.4647 1.7056 -0.9632
H -4.0054 2.3788 -0.4352
H -0.1273 0.8745 0.8648
H -1.0253 -0.3913 0.1024
H -2.0080 0.0097 2.1081
H -1.2729 -1.5416 2.3206
H 0.3425 -0.5354 3.9009
H -0.1060 1.1159 3.2824
H -2.1349 0.8949 4.2960
H -1.1228 0.2647 5.4160
H 2.8003 -2.7289 1.3729
H 2.2546 -1.1517 2.8516
H 0.8832 -4.1181 -2.4674
H -2.8919 -3.4936 -0.3199
H -1.8902 -3.6000 -1.7464
H -2.1763 -2.0056 -1.0150
H -1.3429 -5.3388 -0.1846
H -1.6637 -4.6173 1.3706
H -0.0206 -5.0070 1.0025
H 0.4838 -1.1945 -4.5260
H -0.4576 -2.5167 -3.7603
H 1.2797 -2.3896 -3.5668
H 0.1810 1.5100 -1.6524
H 1.7128 1.0173 -2.4658
H 0.2437 1.1854 -3.3847
C 2.1965 8.5728 2.0793
C 1.6937 7.1656 1.8034
C 0.3602 6.9020 2.4811
O 2.6614 6.2008 2.2449
H 2.3499 8.7207 3.1516
H 3.1549 8.7409 1.5875
H 1.4872 9.3218 1.7258
H 1.5895 7.0195 0.7269
H 0.4486 6.9941 3.5676
H 0.0243 5.8882 2.2655
H -0.4052 7.5979 2.1352
H 2.7698 6.3132 3.1950
C -5.6259 -7.3206 -1.7390
C -4.1566 -7.1533 -1.3837
C -3.5962 -8.4110 -0.7378
O -3.9897 -6.0374 -0.5064
H -6.2174 -7.5099 -0.8391
H -6.0150 -6.4110 -2.1979
H -5.7751 -8.1504 -2.4307
H -3.5863 -6.9193 -2.2844
H -4.1280 -8.6325 0.1913
H -2.5439 -8.2751 -0.4854
H -3.6870 -9.2720 -1.4009
H -4.4866 -6.2219 0.2974
C 6.9593 4.2432 2.5016
C 7.2119 2.8545 3.0662
C 8.5515 2.3014 2.6066
O 6.1572 1.9688 2.6705
H 6.9372 4.2132 1.4083
H 5.9936 4.6242 2.8355
H 7.7352 4.9434 2.8115
H 7.1855 2.8915 4.1553
H 8.5760 2.2147 1.5161
H 8.7162 1.3039 3.0167
H 9.3741 2.9442 2.9194
H 6.1628 1.9237 1.7084
C -6.8225 -1.7044 1.8941
C -6.2141 -2.3524 0.6608
C -6.8259 -3.7186 0.3900
O -4.7992 -2.4783 0.8190
H -6.6377 -2.3205 2.7788
H -6.3691 -0.7291 2.0734
H -7.8996 -1.5747 1.7826
H -6.3664 -1.7057 -0.2044
H -6.6402 -4.3920 1.2324
H -6.3751 -4.1714 -0.4941
H -7.9034 -3.6477 0.2366
H -4.6386 -3.0467 1.5798
C 0.8033 -5.4514 -6.6367
C 0.8741 -5.8536 -5.1732
C 0.0114 -7.0705 -4.8841
O 0.4592 -4.7552 -4.3466
H -0.2220 -5.1906 -6.9132
H 1.4240 -4.5746 -6.8251
H 1.1396 -6.2608 -7.2842
H 1.9083 -6.0654 -4.9009
H -1.0377 -6.8575 -5.1082
H 0.0706 -7.3402 -3.8291
H 0.3247 -7.9269 -5.4808
H -0.4562 -4.5577 -4.5722
C -4.0499 9.5255 -1.5625
C -2.9151 9.4166 -0.5560
C -1.6218 8.9723 -1.2239
O -3.2655 8.5008 0.4808
H -4.2447 8.5536 -2.0248
H -4.9689 9.8406 -1.0685
H -3.8148 10.2419 -2.3506
H -2.7635 10.3814 -0.0710
H -1.7450 7.9834 -1.6749
H -0.8190 8.8959 -0.4888
H -1.3158 9.6723 -2.0026
H -3.4056 7.6396 0.0745
```

Computed properties:
* HOMO: -10.475 eV
* net charge: +1

Löwdin population analysis, charges in e, atoms 1 to 6: number 1, C, carries 0.032; number 2, C, carries -0.165; number 3, C, carries -0.126; number 4, C, carries -0.227; number 5, N, carries 0.080; number 6, C, carries -0.097



This record from the OMol25 dataset describes a molecular structure, C31H47Cl2IN5O3P2RbS2. The level of theory is wB97M-V/def2-TZVPD.

```
94
C31H47Cl2IN5O3P2RbS2, DFT wB97M-V/def2-TZVPD
Rb -0.4054 -0.4235 -0.7649
Cl -2.9230 -0.8660 2.5742
C -1.2088 -1.2822 2.5459
Cl -0.9515 -2.4995 1.3093
H -0.9470 -1.6934 3.5228
H -0.6088 -0.3677 2.2812
S 1.4498 -2.8725 -3.5863
C 0.1198 -3.2304 -4.6128
C 0.3683 -3.4474 -5.9632
C -0.6400 -3.7685 -6.8743
C -0.3180 -3.9987 -8.2122
N -0.0199 -4.1914 -9.3114
C -1.9776 -3.8594 -6.4126
C -2.2316 -3.6679 -5.0560
C -1.2240 -3.3678 -4.1381
S -1.6435 -3.2242 -2.4867
C -3.0154 -4.1266 -7.3092
N -3.8839 -4.3253 -8.0438
H 1.3867 -3.3673 -6.3252
H -3.2468 -3.7596 -4.6869
C 2.5288 0.2639 -3.9108
C 1.3566 0.8611 -3.3581
N 0.4100 1.3417 -2.9285
H 3.3876 0.4528 -3.2695
H 2.7118 0.6621 -4.9071
H 2.3522 -0.8258 -3.9806
I 3.0455 -7.4689 3.3204
C 2.4564 -6.1928 1.7149
C 2.6302 -6.6303 0.4126
C 2.2650 -5.7559 -0.6058
C 1.7356 -4.5192 -0.2729
N 1.5887 -4.1187 0.9846
C 1.9343 -4.9413 1.9620
H 3.0548 -7.6026 0.2029
H 2.3957 -6.0380 -1.6391
H 1.4390 -3.8167 -1.0448
H 1.7999 -4.5703 2.9686
C -4.1218 1.9106 0.8506
O -4.6321 0.6945 0.3580
P -3.5704 -0.2790 -0.4597
O -3.6598 0.4170 -1.9394
C -4.9057 0.4868 -2.6100
O -4.6756 -1.4453 -0.6095
C -4.3650 -2.7865 -0.2615
H -4.9735 2.5068 1.1841
H -3.5716 2.4585 0.0796
H -3.4556 1.7292 1.6968
H -4.8803 1.3611 -3.2651
H -5.7254 0.5822 -1.8910
H -5.0574 -0.4126 -3.2119
H -5.2372 -3.3799 -0.5376
H -4.1872 -2.8784 0.8130
H -3.4970 -3.1524 -0.8170
C 3.3946 0.8047 2.1162
C 2.7043 1.8927 2.9401
C 3.6694 3.0445 3.2114
C 2.3710 1.2191 4.2700
P 0.9664 2.2083 2.0615
N 0.2866 0.9752 1.5418
C -0.0718 3.2227 3.4150
C 0.5782 4.2768 4.3104
C -0.7668 2.1703 4.2811
C -1.2022 3.8833 2.6270
C 1.3743 3.5220 0.6609
C 1.8157 4.9400 1.0062
C 2.4620 2.8516 -0.1750
C 0.1357 3.5781 -0.2319
H 4.1659 0.3062 2.7102
H 3.8661 1.1843 1.2155
H 2.6471 0.0635 1.8282
H 4.4897 2.6885 3.8430
H 3.1772 3.8585 3.7345
H 4.1131 3.4376 2.2993
H 3.2679 0.7592 4.6948
H 1.6351 0.4371 4.0929
H 1.9852 1.9239 4.9996
H 1.2844 3.8442 5.0159
H -0.1981 4.7855 4.8935
H 1.0983 5.0330 3.7287
H -0.1004 1.6881 4.9881
H -1.1877 1.4063 3.6314
H -1.5817 2.6274 4.8512
H -0.8966 4.8221 2.1734
H -2.0531 4.0948 3.2805
H -1.5348 3.1957 1.8536
H 2.7209 4.9360 1.6060
H 1.0415 5.4835 1.5432
H 2.0223 5.4797 0.0769
H 3.4507 2.9875 0.2543
H 2.4846 3.2650 -1.1845
H 2.2331 1.7895 -0.2477
H -0.5933 4.3071 0.1090
H -0.3339 2.5943 -0.2513
H 0.4198 3.8389 -1.2515
```

Computed properties:
* relative energy (zero: lowest compared OMol25 entry of this formula, charge and spin): 142.14 kJ/mol
* HOMO: -1.391 eV
* net charge: -2

Löwdin population analysis, charges in e, atoms 1 to 6: number 1, Rb, carries 0.518; number 2, Cl, carries 0.559; number 3, C, carries -1.020; number 4, Cl, carries 0.492; number 5, H, carries 0.029; number 6, H, carries -0.073



This record from the OMol25 dataset describes a single C4H7NO molecule. The level of theory is wB97M-V/def2-TZVPD.

```
13
C4H7NO, DFT wB97M-V/def2-TZVPD
C -1.5442 -0.2068 0.1256
N -0.3054 -0.0317 -0.6076
C 0.4181 1.1430 -0.1670
C 1.4994 0.1889 0.6136
O 2.5669 0.3457 1.1321
C 0.7059 -1.0027 -0.2424
H -2.0029 -1.1483 -0.1863
H -1.4245 -0.2127 1.2281
H -2.2179 0.6098 -0.1471
H 0.9897 1.6173 -0.9790
H -0.2845 1.8995 0.2276
H 0.2386 -1.9483 0.0944
H 1.3606 -1.2535 -1.0920
```

Computed properties:
* relative energy (zero: lowest compared OMol25 entry of this formula, charge and spin): 254.39 kJ/mol
* HOMO: -9.158 eV
* net charge: 0
* SMILES: CN1CC(=O)C1

Löwdin population analysis, charges in e, atoms 1 to 6: number 1, C, carries -0.115; number 2, N, carries -0.270; number 3, C, carries -0.096; number 4, C, carries -0.240; number 5, O, carries 0.094; number 6, C, carries -0.085



| no. | electronic energy (eV) | molecular weight (g mol⁻¹) |
| --- | --- | --- |
| 1 | -131207.299 | 1016.64 |
| 2 | -32191.221 | 434.97 |
| 3 | -81104.366 | 670.50 |
| 4 | -36463.330 | 236.68 |
| 5 | -115548.174 | 982.15 |
| 6 | -120553.677 | 947.11 |
| 7 | -7797.008 | 85.11 |